Computed, not measured: C25H34N4O4S in the gas phase, with wB97M-V/def2-TZVPD.

Last column: Mulliken charge in e.
Geometry (Å):
S 3.10 -0.48 2.17  -0.22
O -2.75 -0.11 -3.54  -0.69
O 2.01 -2.85 0.88  -0.41
O -1.63 -0.01 3.49  -0.71
O -0.71 5.31 -4.83  -0.63
N -2.37 5.83 -6.24  -0.37
N 1.13 0.03 0.54  -0.33
N 0.52 -0.20 2.79  0.18
N -1.87 1.97 -3.54  0.07
C -0.84 0.01 2.57  0.47
C -2.84 0.63 -0.53  -0.65
C 3.33 -2.59 0.43  0.32
C -1.83 0.66 -1.50  0.52
C -1.88 5.26 -5.12  0.21
C 1.57 -2.42 5.70  -0.86
C 0.93 -0.53 4.15  -1.96
C -0.18 0.24 0.20  -0.45
C 1.61 -3.93 5.90  -0.26
C -2.24 2.21 -4.91  -1.07
C -1.39 3.15 -2.86  -0.52
C -2.52 0.43 0.79  -1.32
C 1.41 -0.20 1.77  0.45
C 1.94 -2.80 -1.48  -0.18
C 1.17 -3.16 -0.22  -0.47
C -2.46 4.24 -2.87  -1.18
C -2.95 4.55 -4.29  0.21
C -3.37 3.24 -4.98  -0.78
C -0.51 0.46 -1.14  0.51
C 0.98 -2.05 4.34  0.41
C -1.19 0.24 1.17  0.57
C 2.22 -4.30 7.25  -1.30
C 3.67 -1.09 0.56  -0.89
C 3.38 -3.04 -1.03  -0.92
C -2.21 0.80 -2.95  0.03
H 1.79 -1.76 -1.74  -0.11
H 2.24 -5.38 7.38  0.39
H 0.93 -4.23 -0.18  0.39
H -3.34 5.82 -6.48  0.20
H 2.58 -2.01 5.77  0.38
H 1.91 -0.09 4.34  0.41
H 4.74 -0.93 0.51  0.51
H -2.05 5.15 -2.42  0.37
H -3.87 0.77 -0.84  0.54
H -0.50 3.52 -3.38  0.28
H 3.63 -4.10 -1.09  0.31
H 1.63 -3.87 8.06  0.32
H -3.82 5.22 -4.23  0.39
H 2.20 -4.38 5.10  0.27
H 0.97 -1.96 6.49  0.33
H -0.04 -2.44 4.26  0.28
H -3.64 3.42 -6.02  0.44
H 4.01 -3.15 1.07  0.32
H -2.57 1.26 -5.34  0.52
H -3.31 3.92 -2.26  0.40
H 1.57 -2.50 3.54  0.02
H -3.28 0.42 1.56  0.48
H -1.73 6.32 -6.85  0.26
H 0.60 -4.33 5.83  0.35
H 0.27 0.47 -1.88  0.69
H 1.65 -3.42 -2.33  0.49
H -1.12 2.91 -1.83  0.45
H 3.14 -0.50 -0.19  0.38
H -4.25 2.83 -4.47  0.40
H -1.37 2.58 -5.45  0.38
H 0.19 -0.09 4.82  0.50
H 4.11 -2.48 -1.61  0.38
H 0.24 -2.59 -0.12  0.21
H 3.23 -3.92 7.33  0.32

E_HOMO   -8.24 eV
SMILES string   CCCCCn1c(SC[C@@H]2CCCO2)nc2cc(C(=O)N3CCC(C(N)=O)CC3)ccc2c1=O
Kohn-Sham gap   8.80 eV
Total energy   -1891.30977 a.u.
ΔE to the lowest compared entry with this formula, charge and spin   9.9 kcal/mol
Maximum force   0.8 eV/A


Computed, not measured: C25H34N4O4V as an isolated structure, with wB97M-V/def2-TZVPD.

Last column: Mulliken spin population.
Geometry (Å):
V -2.43 0.31 -0.64  1.08
O 5.70 -0.47 -1.56  0.00
O -1.11 1.36 0.36  -0.03
O -3.86 -2.21 -1.68  -0.05
O -3.13 -1.11 -1.30  -0.09
N 3.26 -0.48 0.18  0.00
N -0.11 -2.30 -0.98  -0.03
N -2.07 -1.01 1.30  0.01
N -3.35 1.51 -1.35  -0.01
C -4.87 3.12 -2.33  -0.01
C -0.83 0.62 2.60  0.01
C 3.98 0.41 0.74  0.00
C 0.24 2.63 1.79  0.00
C -1.53 -3.39 0.85  -0.01
C 6.93 2.68 0.84  0.00
C -1.55 -0.62 2.39  0.01
C 5.74 2.03 1.09  0.00
C -0.60 1.52 1.53  -0.01
C -1.08 -3.34 -0.61  0.02
C -4.33 0.97 -3.51  0.01
C 0.79 2.84 3.04  0.00
C -4.55 1.63 -2.14  0.05
C 7.70 2.24 -0.25  0.00
C 6.03 0.48 -0.82  0.00
C -0.27 0.87 3.86  0.00
C -0.23 -2.07 -2.42  0.00
C 5.26 0.97 0.31  0.00
C 2.03 -0.83 0.87  0.00
C -2.59 -2.37 1.26  0.01
C -5.72 0.94 -1.43  0.01
C 7.28 1.20 -1.04  0.00
C 0.53 1.97 4.10  0.00
C 1.28 -2.67 -0.68  0.01
C 1.77 -2.32 0.72  0.00
H -5.50 -0.13 -1.33  0.00
H -5.86 1.37 -0.43  0.00
H -0.69 -3.33 1.55  0.00
H -5.01 3.60 -1.36  0.00
H 7.26 3.50 1.47  0.00
H 1.44 3.69 3.19  0.00
H 8.64 2.73 -0.48  0.00
H -0.66 -4.33 -0.87  0.00
H -3.42 -2.42 0.56  -0.01
H 2.72 -2.85 0.88  0.00
H 7.88 0.86 -1.88  0.00
H 5.13 2.35 1.93  0.00
H 0.09 -2.95 -3.01  0.00
H -2.95 -2.64 2.27  0.00
H 0.46 3.30 0.96  0.00
H -1.26 -1.83 -2.68  0.03
H -6.64 1.07 -2.00  0.00
H 2.07 -0.56 1.94  0.00
H -3.47 1.42 -4.01  0.00
H 1.93 -2.13 -1.37  0.00
H -4.03 3.62 -2.83  0.00
H 1.41 -3.75 -0.88  0.00
H 0.41 -1.23 -2.70  -0.01
H 1.08 -2.67 1.48  0.00
H -1.60 -1.29 3.27  0.00
H -1.98 -4.38 1.00  0.00
H -0.46 0.15 4.66  0.00
H -1.98 -3.19 -1.20  0.00
H -4.14 -0.10 -3.37  0.01
H -5.77 3.26 -2.93  0.00
H 0.97 2.13 5.07  0.00
H 3.63 0.85 1.70  0.00
H 1.19 -0.29 0.42  0.01
H -5.22 1.09 -4.14  0.00

E_HOMO (alpha / beta)   -1.30 / -1.30 eV
Total charge   -2
Multiplicity   2
Kohn-Sham gap (alpha / beta)   5.86 / 5.86 eV
Expectation value of S²   0.802
Total energy   -2436.94273 a.u.
ΔE to the lowest compared entry with this formula, charge and spin   51.9 kcal/mol
Maximum force   0.7 eV/A


Computed, not measured: C25H34NO2SiSn as an isolated structure in a non-equilibrium geometry, with wB97M-V/def2-TZVPD.

Last column: Mulliken charge in e.
Geometry (Å):
Sn 0.37 -1.73 0.89  0.87
Si 1.74 -4.72 1.05  0.56
O 1.46 -3.29 0.28  -0.48
O -0.22 1.36 -1.54  -0.31
N 0.07 3.20 -2.76  -0.16
C -3.83 3.58 -1.12  -0.57
C -2.60 3.59 -1.79  -0.21
C 3.14 3.15 0.95  -1.95
C -4.54 1.70 -2.47  -0.49
C 0.71 1.22 2.31  -0.71
C -1.84 -1.17 -0.90  -0.45
C -1.50 -2.50 -0.46  -1.12
C 2.05 -0.66 2.17  -0.52
C 2.24 0.15 0.97  -1.50
C -1.90 -2.60 0.94  -0.41
C 1.77 2.67 0.43  2.40
C -2.34 2.68 -2.82  0.85
C 1.84 2.54 -1.13  -1.09
C -2.38 -0.46 0.19  0.03
C 1.47 -4.45 2.88  -1.02
C 3.51 -5.14 0.65  -1.05
C -2.43 -1.32 1.32  -1.07
C -4.82 2.66 -1.49  -0.42
C 1.06 0.03 2.99  -1.27
C 1.50 1.35 1.13  0.74
C 0.72 3.73 0.81  -2.32
C 0.56 -6.01 0.38  -1.03
C -1.04 2.74 -3.59  -1.11
C 0.50 2.32 -1.81  0.29
C -3.30 1.71 -3.13  -0.46
H -1.84 4.33 -1.54  0.34
H -2.85 -1.08 2.30  0.37
H -1.22 -3.35 -1.08  0.64
H 3.78 -6.12 1.08  0.31
H -3.06 0.98 -3.90  0.30
H -0.81 1.73 -3.96  0.31
H -1.77 -0.78 -1.92  0.32
H 3.43 4.10 0.47  0.48
H 2.99 -0.04 0.20  0.44
H 0.56 -6.03 -0.72  0.28
H 0.79 3.95 1.89  0.56
H -2.02 -3.55 1.48  0.64
H 3.08 3.32 2.03  0.42
H 0.04 2.00 2.67  0.43
H 2.29 3.48 -1.50  0.36
H 2.52 1.72 -1.41  0.35
H -5.80 2.68 -0.98  0.33
H 4.19 -4.37 1.04  0.25
H 0.67 3.92 -3.14  0.29
H 0.84 -7.01 0.73  0.35
H -1.12 3.43 -4.44  0.44
H -4.01 4.31 -0.32  0.36
H -2.79 0.55 0.14  0.37
H 3.67 -5.16 -0.43  0.25
H -0.48 -5.83 0.69  0.24
H 0.89 4.66 0.27  0.37
H -0.30 3.37 0.60  0.36
H 2.12 -3.66 3.29  0.26
H 0.74 -0.28 3.99  0.29
H 3.92 2.40 0.75  0.35
H 2.74 -1.42 2.52  0.86
H 1.69 -5.36 3.46  0.45
H 0.44 -4.17 3.13  0.25
H -5.30 0.95 -2.75  0.33

E_HOMO   -2.35 eV
Total charge   -1
Kohn-Sham gap   4.96 eV
Total energy   -1682.11061 a.u.
ΔE to the lowest compared entry with this formula, charge and spin   4.9 kcal/mol
Maximum force   2.6 eV/A


Computed, not measured: a 2-piece molecular cluster, C25H35BrF4N2O7P overall in a non-equilibrium geometry, with wB97M-V/def2-TZVPD.

Last column: Mulliken charge in e.
Geometry (Å):
Br -1.07 -2.16 1.53  -0.19
P 4.65 2.43 -2.55  0.23
F 2.59 7.29 -7.98  -0.24
F -2.93 6.12 -4.91  -0.27
F 0.57 6.55 -9.01  -0.27
F 2.38 5.01 -8.90  -0.28
O 1.35 6.31 -5.53  -0.34
O 3.09 2.49 0.38  -0.57
O -2.90 -7.87 7.69  -0.40
O -0.41 -4.92 3.09  -0.32
O 0.63 6.39 -2.54  -0.53
O -2.60 3.76 -4.52  -0.48
O -4.06 3.07 -0.66  -0.58
N 4.38 0.81 -2.44  -0.66
N -2.11 -5.94 5.41  0.02
C -0.43 -6.26 3.56  -0.52
C -1.82 -6.63 4.11  -0.61
C -0.04 4.06 -1.55  0.38
C 3.14 4.79 -4.34  -0.63
C -0.06 -0.93 0.30  -0.12
C 0.07 -3.95 4.01  -0.79
C 2.37 4.41 -2.94  0.66
C 0.46 0.46 1.06  -0.48
C 3.01 3.33 -2.09  -0.35
C 1.19 -1.73 -0.47  -1.01
C 0.97 5.09 -2.39  0.54
C -3.98 -8.20 6.84  -0.66
C 2.31 2.82 -0.66  0.00
C -2.57 3.04 -0.68  0.15
C 0.66 2.83 -0.65  -0.22
C -1.31 -6.35 6.62  -0.54
C -1.62 -7.79 7.07  -0.51
C -1.68 4.16 -1.55  0.41
C -0.19 1.71 0.20  0.22
C 2.72 6.23 -4.99  -0.71
C -2.66 4.98 -3.97  0.73
C 1.16 5.47 -6.72  -0.44
C 1.71 6.11 -8.12  0.86
C -1.85 1.83 0.17  -0.45
C -2.49 5.32 -2.37  -1.00
H -2.01 -4.93 5.27  0.30
H -3.67 -8.70 5.92  0.30
H 0.66 -4.38 4.82  0.33
H -1.59 -5.64 7.40  0.42
H -0.82 -0.65 -0.57  0.36
H -0.89 -8.05 7.84  0.37
H -1.92 -7.70 4.26  0.34
H 0.12 0.43 2.18  0.39
H -4.66 -8.86 7.38  0.27
H -2.45 1.00 0.79  0.27
H -4.42 3.29 -1.57  0.35
H 2.77 7.03 -4.10  0.33
H -3.57 5.42 -1.89  0.41
H 1.63 0.43 1.05  0.30
H 4.56 0.36 -3.37  0.20
H -1.99 6.39 -2.24  0.31
H -4.53 -7.29 6.59  0.29
H 1.93 -2.24 0.29  0.29
H -0.25 -6.90 2.68  0.39
H -0.02 5.35 -6.85  0.27
H -2.60 -6.28 3.42  0.42
H 0.67 -3.22 3.46  0.23
H 1.69 -0.95 -1.19  0.29
H 3.57 6.53 -5.74  0.35
H 0.38 -6.47 4.26  0.33
H 5.68 2.74 -1.56  0.13
H -0.26 -6.22 6.38  0.32
H 1.56 4.35 -6.59  0.21
H 4.30 4.87 -4.06  0.37
H -1.50 -8.52 6.27  0.35
H -3.11 -6.06 5.64  0.30
H -0.79 -3.41 4.43  0.37
H 5.11 2.81 -3.87  0.10
H 3.08 3.88 -5.10  0.37
H 0.68 -2.55 -1.15  0.34

E_HOMO   -10.09 eV
Total charge   +1
Kohn-Sham gap   6.59 eV
Total energy   -4923.65591 a.u.
Maximum force   9.7 eV/A